Molecular formula: C13H12FN
Method: DFT, the ωB97M-V functional and the def2-TZVPD basis

Structure (XYZ):
```
27
Properties=species:S:1:pos:R:3:forces:R:3:nbo_charge:R:1
C -0.4566 -3.1109 -1.3935 0.650 1.545 1.430 -0.23
C -2.1859 2.2398 1.8747 1.933 1.430 2.349 -0.24
C -0.0627 -2.0585 -2.2037 -0.841 -0.333 -2.967 -0.20
C 0.0846 -3.1222 -0.0879 -0.210 -1.851 -0.697 -0.18
C -0.9407 2.5239 2.5960 -1.668 -1.656 -2.546 -0.20
C -2.1270 1.5875 0.7005 -2.017 -0.998 -2.254 -0.20
C 0.7501 -1.0291 -1.8892 1.105 -1.129 2.897 -0.20
C 1.0705 -2.2171 0.2522 -0.616 0.654 -0.470 -0.20
C 0.2938 2.0021 2.1879 -0.137 -0.204 0.800 -0.32
C -0.8599 1.2755 0.2036 -0.907 -0.540 -0.799 -0.35
C 1.3740 -1.1623 -0.6271 0.258 1.793 -1.053 -0.15
C 0.2605 1.4327 0.9199 1.287 -0.267 0.666 0.09
C 2.2613 -0.0654 -0.3508 1.301 1.210 1.426 0.61
N 3.0073 0.8302 -1.1899 -0.426 0.179 0.767 -0.84
F 3.0498 -0.2530 0.7485 -0.337 0.013 -0.103 -0.35
H -1.3019 -3.6726 -1.7098 -0.127 -0.957 -0.119 0.22
H -3.0673 2.6126 2.3997 -0.027 -0.280 -0.571 0.21
H -0.2945 -2.0603 -3.2660 -0.931 -0.218 0.083 0.21
H -0.1456 -4.0133 0.5558 0.114 1.296 -0.349 0.22
H -1.1859 3.1300 3.3934 0.573 0.949 2.228 0.20
H -3.0685 1.2689 0.0552 2.017 0.850 1.562 0.22
H 1.0097 -0.1728 -2.4526 -0.086 0.311 -1.047 0.21
H 1.4617 -2.2085 1.2350 0.616 -0.112 0.702 0.23
H 1.1649 1.8773 2.8917 -0.870 0.704 -1.000 0.23
H -0.8610 0.8116 -0.7505 0.320 -0.481 -0.877 0.22
H 3.5028 1.5394 -0.6027 -0.650 -1.162 -0.511 0.40
H 2.5728 1.3559 -1.9517 -0.324 -0.746 0.452 0.39
```
Forces are in eV/Å.

Properties
Kohn-Sham gap (spin up / spin down): 6.6 / 8.4 eV
Electronic energy: -657.0177 hartree
LUMO (spin up / spin down): -0.15 / -0.04 eV
Relative energy (zero: lowest compared OMol25 entry of this formula, charge and spin): 3.448 eV
2S+1: 1
Highest occupied orbital energy (spin up / spin down): -6.782 / -8.443 eV